Density functional theory data (wB97M-V/def2-TZVPD) for C41H44Br9N5O16 as an isolated structure.

Each line ends with the Löwdin charge.
Positions of all 115 atoms, in Å:
C  1.52512  17.72030  -15.59295  -0.043
C  0.75417  18.01088  -14.45631  -0.103
C  0.44751  19.32324  -14.16893  -0.075
C  0.83513  20.37694  -14.99991  -0.152
C  1.66944  20.06890  -16.06027  0.001
C  2.01974  18.75719  -16.35935  -0.057
N  0.40505  21.73540  -14.69981  -0.304
O  -0.23874  21.88296  -13.67558  0.010
O  0.71332  22.63123  -15.44513  0.122
H  1.79186  16.69619  -15.81724  0.111
H  0.44327  17.17346  -13.85541  0.029
H  -0.17257  19.49616  -13.29454  0.084
H  2.14079  20.91424  -16.55185  0.125
H  2.77907  18.58955  -17.11027  0.111
C  -0.30267  17.51533  -3.80832  -0.065
C  -0.05300  17.78503  -2.46894  -0.078
C  0.84757  18.78934  -2.15116  -0.027
C  1.53559  19.43463  -3.14797  -0.157
C  1.47628  19.00278  -4.47469  -0.004
C  0.53060  18.02394  -4.79850  -0.063
N  2.56141  20.42790  -2.83076  -0.367
O  2.86292  20.58341  -1.66887  0.080
O  3.12949  20.99188  -3.73609  0.083
H  -1.06198  16.76565  -3.99648  0.108
H  -0.65096  17.30170  -1.71012  0.109
H  0.93816  19.08517  -1.11421  0.123
H  2.12121  19.39795  -5.24412  0.104
H  0.39401  17.78227  -5.84355  0.090
C  1.82777  9.19943  -13.24364  -0.067
C  2.27328  10.40728  -12.73024  -0.048
C  1.39622  11.49016  -12.77635  0.001
C  0.13280  11.34586  -13.32607  -0.149
C  -0.29283  10.13153  -13.85937  0.009
C  0.58266  9.06624  -13.83840  -0.062
N  -0.72992  12.50148  -13.41459  -0.318
O  -0.33448  13.56997  -12.92728  0.029
O  -1.82261  12.39765  -13.95745  0.092
H  2.52189  8.36783  -13.28945  0.111
H  3.26653  10.57288  -12.34325  0.109
H  1.78866  12.45220  -12.48099  0.103
H  -1.27198  10.02447  -14.30350  0.123
H  0.35062  8.13624  -14.33821  0.113
C  1.90443  14.91280  -10.12754  -0.055
C  2.17883  15.22074  -8.80170  -0.074
C  1.97609  16.48676  -8.33835  -0.029
C  1.53631  17.47809  -9.20616  -0.123
C  1.16949  17.15896  -10.51115  -0.005
C  1.32932  15.85985  -10.97406  -0.050
N  1.47871  18.85723  -8.73057  -0.298
O  1.41626  19.71493  -9.59533  0.005
O  1.58246  19.06180  -7.53996  0.039
H  1.95055  13.89065  -10.48669  0.097
H  2.40824  14.38004  -8.15835  0.106
H  2.18633  16.79907  -7.32461  0.054
H  0.74844  17.93886  -11.13131  0.086
H  1.02616  15.59509  -11.97495  0.086
C  1.42514  22.73901  -10.72924  -0.092
C  2.36907  23.69002  -10.34309  -0.036
C  2.47276  24.94213  -10.93273  0.002
C  1.60893  25.26573  -11.96439  -0.134
C  0.64574  24.34994  -12.38431  0.018
C  0.57517  23.11485  -11.77814  -0.115
N  1.65048  26.59545  -12.59377  -0.353
O  2.17398  27.49309  -11.96506  0.082
O  1.16497  26.68064  -13.70649  0.083
H  1.30300  21.75479  -10.29922  0.071
H  3.02283  23.43750  -9.51702  0.115
H  3.22369  25.66694  -10.65258  0.120
H  -0.07475  24.63183  -13.13822  0.125
H  -0.18548  22.43611  -12.15273  0.069
C  4.40591  9.60202  -6.47713  -0.060
C  4.43805  11.09113  -6.75854  -0.210
O  5.04607  11.25604  -8.04157  0.041
C  5.09382  12.44480  -8.60139  -0.612
O  4.97361  13.49083  -8.01244  0.097
O  5.34785  12.31705  -9.89259  0.022
C  5.45962  13.50309  -10.65973  -0.031
H  3.89987  9.43070  -5.52718  0.081
H  5.42715  9.23048  -6.50133  0.082
H  3.79091  9.07875  -7.20995  0.079
H  5.02196  11.62452  -6.00654  0.128
H  3.44260  11.53966  -6.76984  0.127
H  5.44560  14.37854  -10.02086  0.054
H  4.63065  13.58057  -11.36412  0.089
H  6.37841  13.49675  -11.24484  0.104
C  5.55734  16.79406  -8.91288  -0.059
C  5.35429  17.17524  -10.35306  -0.207
O  4.48062  18.30922  -10.39353  0.030
C  4.15291  18.80427  -11.58427  -0.615
O  4.55908  18.36320  -12.63705  0.118
O  3.29371  19.77205  -11.40319  0.013
C  2.55519  20.23439  -12.53989  -0.004
H  6.35977  16.07060  -8.77274  0.083
H  4.66167  16.24053  -8.62014  0.040
H  5.65797  17.63080  -8.22628  0.089
H  4.89686  16.38350  -10.95002  0.112
H  6.26561  17.45281  -10.89065  0.130
H  1.61922  19.67440  -12.47997  0.064
H  3.03924  19.97102  -13.47655  0.104
H  2.28659  21.27863  -12.48447  0.083
C  4.32793  16.66042  -3.49036  -1.549
Br  6.20825  16.43770  -3.12626  0.578
Br  3.31764  15.77031  -2.07267  0.556
Br  3.85987  15.88920  -5.25435  0.594
H  4.08231  17.71239  -3.44543  -0.040
C  -1.15681  21.62554  -9.60744  -1.491
Br  -1.65958  19.91123  -10.46584  0.567
Br  -0.94045  21.30487  -7.68577  0.594
Br  -2.62021  22.93996  -9.82260  0.560
H  -0.24424  21.98237  -10.06232  -0.103
C  -2.90826  15.49205  -12.04150  -1.560
Br  -4.77281  15.32429  -12.49707  0.585
Br  -2.69226  15.88791  -10.14027  0.554
Br  -2.11832  16.90222  -13.14902  0.617
H  -2.33731  14.59865  -12.25563  -0.068

Output
orbital gap	8.12	eV
lowest unoccupied orbital energy	-1.478	eV
maximum force	2.24	eV Å⁻¹
relative energy (zero: lowest compared OMol25 entry of this formula, charge and spin)	45.1	kcal per mole

***

Density functional theory data (wB97M-V/def2-TZVPD) for C41H44BrFN3O5S3Y as an isolated structure.

Each line ends with the Löwdin charge.
Positions of all 99 atoms, in Å:
Y  -0.11176  0.15995  0.00464  1.272
O  2.03676  -2.50608  5.72680  0.062
C  1.47323  -2.08380  4.56522  -0.310
C  0.69192  -0.93890  4.47579  0.006
C  0.13634  -0.61589  3.25845  -0.158
N  0.28787  -1.34780  2.14537  -0.064
C  1.06540  -2.42087  2.25166  -0.755
Br  1.36701  -3.48799  0.73174  0.805
C  1.67140  -2.84043  3.42460  -0.056
H  1.90516  -1.83416  6.40229  0.103
H  0.52903  -0.30298  5.33769  0.115
H  -0.44677  0.29047  3.13563  0.100
H  2.29280  -3.72185  3.44922  0.105
S  4.88905  1.83476  1.54716  0.230
C  3.48441  1.62609  0.64145  -1.882
S  2.40714  0.32871  1.13773  0.397
S  3.07271  2.69035  -0.62188  0.331
C  -5.22373  2.21212  3.90840  0.010
C  -5.08355  1.95641  2.40168  -0.594
C  -6.39118  2.26356  1.68321  0.020
O  -4.69289  0.60897  2.20096  -0.025
C  -3.35448  0.55509  1.68205  -0.105
C  -2.87274  2.00724  1.94024  -0.134
O  -4.07869  2.76316  1.85114  -0.035
C  -1.61106  2.58403  1.23278  -0.423
O  -0.63590  1.63470  1.38427  -0.342
C  -1.22596  3.86848  2.01544  -0.116
C  -2.07095  4.97287  2.10922  -0.028
C  -1.69450  6.08175  2.85247  -0.105
C  -0.46162  6.11319  3.49121  -0.124
C  0.39024  5.02333  3.38835  -0.082
C  0.00795  3.90908  2.65395  0.001
C  -1.79087  3.07516  -0.21550  -0.125
C  -3.00317  3.47469  -0.77334  -0.048
C  -3.06168  3.97657  -2.06573  -0.103
C  -1.90922  4.11021  -2.82206  -0.112
C  -0.69112  3.75735  -2.26087  -0.086
C  -0.62937  3.25541  -0.97004  -0.055
C  -3.26408  -0.09979  0.23888  -0.401
O  -2.20949  0.40143  -0.47825  -0.255
C  -4.60312  0.10689  -0.50354  -0.143
C  -4.62765  0.90086  -1.63993  -0.025
C  -5.81186  1.12076  -2.33180  -0.088
C  -6.98949  0.52622  -1.90347  -0.123
C  -6.96358  -0.31141  -0.79548  -0.105
C  -5.78160  -0.52266  -0.10280  -0.045
C  -3.07404  -1.64093  0.34591  -0.130
C  -3.30066  -2.37871  -0.81933  -0.031
C  -3.04286  -3.73444  -0.88749  -0.085
C  -2.52518  -4.40262  0.21373  -0.116
C  -2.29634  -3.69248  1.37637  -0.112
C  -2.56859  -2.33063  1.44167  -0.049
H  -5.98995  1.55339  4.31723  0.082
H  -5.49426  3.25473  4.07711  0.084
H  -4.27780  2.00781  4.40935  0.082
H  -7.16897  1.57691  2.01599  0.089
H  -6.25089  2.14591  0.60940  0.075
H  -6.68344  3.29142  1.90162  0.085
H  -2.78496  -0.07551  2.36057  0.118
H  -2.56828  2.01325  2.99977  0.154
H  -3.02891  4.95927  1.60811  0.106
H  -2.36669  6.92947  2.93256  0.087
H  -0.17199  6.98261  4.07102  0.084
H  1.35489  5.03709  3.88115  0.099
H  0.65911  3.04770  2.55918  0.117
H  -3.91462  3.37680  -0.20775  0.105
H  -4.02449  4.25803  -2.47974  0.095
H  -1.95696  4.51788  -3.82592  0.086
H  0.22711  3.90059  -2.82040  0.099
H  0.34095  3.04603  -0.52499  0.053
H  -3.69323  1.33330  -1.96314  0.102
H  -5.80816  1.75224  -3.21363  0.093
H  -7.91927  0.71625  -2.42823  0.085
H  -7.87547  -0.80443  -0.47573  0.091
H  -5.77077  -1.17299  0.76120  0.122
H  -3.66663  -1.86523  -1.69906  0.123
H  -3.22753  -4.27324  -1.80989  0.093
H  -2.28242  -5.45727  0.15924  0.090
H  -1.87866  -4.19078  2.24446  0.097
H  -2.37942  -1.83994  2.38457  0.091
C  1.58044  -1.59601  -3.98757  -0.051
C  2.58772  -0.73472  -3.21351  -0.628
C  3.14746  0.39549  -4.09108  -0.054
C  3.73008  -1.61252  -2.70680  -0.041
N  1.92260  -0.24095  -2.00599  -0.126
N  0.85277  0.68330  -2.20829  -0.039
H  2.09545  -2.29031  -4.65636  0.073
H  0.90845  -0.98353  -4.59439  0.067
H  0.98293  -2.16249  -3.27028  0.078
H  3.80507  -0.00454  -4.86735  0.073
H  3.71584  1.09314  -3.47185  0.070
H  2.34304  0.94813  -4.58248  0.066
H  4.27702  -2.05297  -3.54329  0.074
H  3.32420  -2.40493  -2.07633  0.076
H  4.42244  -1.02049  -2.10376  0.092
H  2.60548  0.23809  -1.42202  -0.001
H  0.19041  0.24340  -2.84202  0.089
H  1.19351  1.55242  -2.61468  0.052
F  -0.25068  -1.59421  -0.93934  -0.534

Output
charge	-2
orbital gap	4.66	eV
lowest unoccupied orbital energy	3.899	eV
maximum force	1.92	eV Å⁻¹
relative energy (zero: lowest compared OMol25 entry of this formula, charge and spin)	40.4	kcal per mole

***

Question: Which of these has the lowest maximum force?
Answer: C41H44BrFN3O5S3Y

***

Question: Which formula does entry 1 have?
Answer: C41H44Br9N5O16

***

Question: Among the records above, which one has the highest maximum force?
Answer: C41H44Br9N5O16